Entry 1:
{
  "formula": "C3H12N2O",
  "method": "the ωB97M-V functional and the def2-TZVPD basis",
  "multiplicity": 1,
  "orbital_gap_ha": 0.359,
  "e_tot_ha": -306.21082,
  "de_lowest_kj_mol": 87.0,
  "elements": ["N", "C", "C", "C", "N", "H", "H", "H", "H", "H", "H", "H", "H", "H", "H", "O", "H", "H"],
  "coordinates": [[2.2169, 0.4409, -0.5562], [1.3621, -0.6636, -0.1180], [-0.1123, -0.5169, -0.5051], [-1.1017, -1.3259, 0.2999], [-2.4787, -0.9963, -0.2380], [1.8869, 1.3122, -0.9133], [3.0257, 0.5280, 0.0321], [1.4184, -0.7231, 0.9689], [1.8085, -1.5398, -0.5961], [-0.1850, 0.5793, -0.4278], [-0.3211, -0.5737, -1.5817], [-1.0376, -1.0650, 1.3428], [-0.9160, -2.3888, 0.1510], [-3.0514, -1.8402, -0.2090], [-2.9018, -0.5150, 0.5565], [-0.1838, 3.3056, 0.5728], [0.5806, 3.3248, -0.0066], [-0.0098, 2.6575, 1.2278]]
}



Entry 2:
{
  "formula": "C4HLiO4Rh",
  "method": "the ωB97M-V functional and the def2-TZVPD basis",
  "multiplicity": 5,
  "orbital_gap_ha": [0.326, 0.179],
  "total_charge": 3,
  "e_tot_ha": -570.54479,
  "de_lowest_kj_mol": 0.0,
  "elements": ["O", "C", "C", "C", "H", "Li", "O", "C", "O", "O", "Rh"],
  "coordinates": [[-1.8277, -0.2033, -1.8149], [-2.2242, -0.9472, -2.5693], [1.4864, 0.5515, -0.2416], [1.4383, 0.6041, -1.4496], [1.4374, 0.8299, -2.5036], [-0.9592, 1.1355, -0.4807], [1.5899, -0.2594, 0.8149], [0.4646, -0.4427, 1.5281], [0.5324, -1.0262, 2.6171], [-0.5745, 0.2064, 1.1896], [-1.3636, -0.4485, 2.9102]]
}



Entry 3:
{
  "formula": "C2H5N5O",
  "method": "the ωB97M-V functional and the def2-TZVPD basis",
  "multiplicity": 1,
  "orbital_gap_ha": 0.326,
  "e_tot_ha": -428.04093,
  "de_lowest_kj_mol": 478.4,
  "elements": ["C", "C", "H", "H", "H", "H", "H", "N", "N", "N", "N", "N", "O"],
  "coordinates": [[-1.1414, -0.4881, -0.0335], [1.1590, -0.6141, -0.2628], [-2.6537, 0.4343, -0.8339], [-2.9376, -0.6834, 0.0797], [3.2439, -0.2415, 0.1727], [2.3632, 0.8768, 0.8279], [0.2185, 2.0075, 0.7531], [-2.3972, 0.1417, 0.2135], [-0.7821, -1.7034, -0.1793], [0.6832, -1.8447, -0.1591], [2.3761, 0.1481, -0.0019], [0.0159, 0.2966, -0.1452], [-0.1477, 1.6702, -0.4312]]
}



Entry 4:
{
  "formula": "C6H21NO5",
  "method": "the ωB97M-V functional and the def2-TZVPD basis",
  "multiplicity": 1,
  "orbital_gap_ha": 0.328,
  "e_tot_ha": -672.09511,
  "de_lowest_kj_mol": 328.7,
  "elements": ["C", "N", "C", "C", "C", "C", "C", "O", "H", "H", "H", "H", "H", "H", "H", "H", "H", "H", "H", "H", "H", "O", "H", "H", "O", "H", "H", "O", "H", "H", "O", "H", "H"],
  "coordinates": [[-3.0807, -0.8518, 0.7187], [-2.3876, -0.5414, 1.9612], [-0.8892, -0.5050, 1.8726], [-0.1820, 0.7764, 2.3389], [0.4458, 1.5709, 1.2017], [1.6825, 0.8684, 0.6190], [2.9655, 1.1193, 1.3580], [4.0328, 0.8185, 0.8771], [-3.7697, -0.0801, 0.3733], [-2.4987, -1.0339, -0.1953], [-3.5969, -1.8043, 0.8502], [-2.7040, 0.3707, 2.2659], [-0.6458, -0.7815, 0.8497], [-0.6258, -1.3049, 2.5680], [-1.0130, 1.3991, 2.6939], [0.4979, 0.5119, 3.1436], [0.7607, 2.5801, 1.4531], [-0.2634, 1.6750, 0.3862], [1.6383, -0.2304, 0.6775], [1.7605, 0.9503, -0.4574], [2.9309, 1.6408, 2.3325], [-0.6120, -3.4787, -1.3262], [-0.6884, -3.0452, -2.1818], [-1.0957, -2.8536, -0.7775], [-0.0960, -0.4945, -1.4187], [-0.3660, -0.4507, -2.3523], [0.5295, -1.2109, -1.6205], [2.4289, -0.0980, -2.8419], [2.8058, -0.9568, -2.6294], [2.5250, 0.4645, -2.0703], [-0.5664, 1.5678, -3.6539], [-0.1725, 2.3523, -3.2495], [0.2497, 1.0558, -3.7662]]
}